(1)
13
Properties=species:S:1:pos:R:3 method="wB97M-V/def2-TZVPD" e_lumo_ev="0.6489 / -1.1036" de_lowest_ev=0.000 spin_multiplicity=3 gap_ev="5.5 / 8.3" total_charge=0 s2=2.0177
C 0.747 1.051 -0.075
C 0.467 -0.320 -0.095
C -0.894 -0.539 0.062
C -1.477 0.897 -0.031
C 1.580 -1.280 0.070
O -0.414 1.736 -0.085
O -2.722 1.341 0.176
Cl -1.765 -2.036 0.017
H 1.664 1.406 -0.465
H 1.877 -1.387 1.122
H 1.347 -2.346 -0.232
H 2.405 -0.828 -0.408
H -2.816 2.306 -0.056

=====

(2)
12
Properties=species:S:1:pos:R:3 method="wB97M-V/def2-TZVPD" e_lumo_ev=-0.9993 smiles="C=CC(=S)C(=C)Cl" de_lowest_ev=0.728 gap_ev=7.9 total_charge=0
C -1.060 -0.943 1.954
C -1.433 -0.711 0.690
C -0.676 0.116 -0.270
S -1.397 0.738 -1.582
C 0.761 0.426 0.025
C 1.255 1.652 0.061
Cl 1.799 -0.953 0.300
H -1.714 -1.523 2.626
H -0.118 -0.565 2.353
H -2.386 -1.082 0.310
H 0.616 2.504 -0.125
H 2.291 1.828 0.291

=====

(3)
16
Properties=species:S:1:pos:R:3 method="wB97M-V/def2-TZVPD" e_lumo_ev=3.7235 smiles="C[C@]1(C(=O)[O-])CN(F)N=C1F" de_lowest_ev=0.289 gap_ev=8.1 total_charge=-1
C 1.573 -0.742 0.456
C 0.284 -0.084 -0.153
C 0.658 1.185 -1.195
O -0.118 2.108 -1.004
O 1.610 0.968 -1.908
C -0.647 0.477 0.942
N -2.008 -0.202 0.747
F -3.068 0.700 0.591
N -1.918 -0.953 -0.411
C -0.691 -0.964 -0.829
F -0.377 -1.740 -1.890
H 2.192 -0.858 -0.311
H 1.504 -1.663 1.136
H 2.033 -0.088 1.105
H -0.241 0.298 1.927
H -0.787 1.558 0.797

=====

(4)
14
Properties=species:S:1:pos:R:3 method="wB97M-V/def2-TZVPD" e_lumo_ev=0.7480 de_lowest_ev=2.379 gap_ev=9.6 total_charge=0
C 0.989 -1.601 0.244
C 0.567 -2.510 -0.727
C 0.796 -0.051 -1.503
C -0.961 2.096 -0.164
C -1.176 1.583 1.016
N 0.980 -0.298 -0.201
F -0.494 2.062 2.076
F -1.896 0.531 1.413
S 0.329 -1.581 -2.211
H 1.138 -1.844 1.352
H 0.479 -3.590 -0.649
H -0.301 2.982 -0.089
H -1.424 1.764 -0.982
H 0.975 0.457 0.427

=====

(5)
13
Properties=species:S:1:pos:R:3 method="wB97M-V/def2-TZVPD" e_lumo_ev=0.9743 smiles="FC(F)(F)[C@@H]1C=CC1" de_lowest_ev=0.655 gap_ev=11.0 total_charge=0
F -0.540 -3.163 0.154
C -1.202 -2.254 -0.569
F -2.526 -2.236 -0.099
F -1.231 -2.751 -1.807
C -0.599 -0.851 -0.492
C 0.717 -0.175 -1.019
C 0.902 0.509 0.105
C -0.292 0.025 0.881
H -1.489 -0.392 -1.156
H 1.210 -0.462 -1.877
H 1.661 1.202 0.416
H -1.012 0.765 1.271
H 0.068 -0.543 1.782

=====

(6)
15
Properties=species:S:1:pos:R:3 method="wB97M-V/def2-TZVPD" e_lumo_ev=0.3367 de_lowest_ev=1.398 gap_ev=9.0 total_charge=0
C -1.338 0.137 0.887
C 1.066 -0.019 1.193
C -0.174 0.655 1.690
C 0.006 -1.054 -0.515
C 0.251 0.102 -2.302
N -1.246 -0.659 -0.089
N 1.158 -0.801 0.211
F 2.168 0.234 1.895
F 0.013 -2.273 -1.080
F 0.222 1.372 -1.870
H -2.332 0.458 1.174
H -0.086 1.742 1.581
H -0.317 0.448 2.756
H -0.622 -0.150 -2.885
H 1.232 -0.192 -2.645

=====

(7)
16
Properties=species:S:1:pos:R:3 method="wB97M-V/def2-TZVPD" e_lumo_ev=3.8332 smiles="C=C(C(=O)[O-])[C@@H](N)C(F)(F)F" de_lowest_ev=0.000 gap_ev=8.5 total_charge=-1
C 0.678 -0.753 1.793
C -0.120 -0.404 0.798
C -1.639 -0.236 1.074
O -1.935 -0.288 2.254
O -2.362 0.070 0.074
C 0.482 -0.243 -0.745
N -0.534 -0.333 -1.780
C 0.954 1.200 -0.861
F 1.404 1.357 -2.120
F 2.021 1.697 -0.102
F -0.062 1.997 -0.596
H 1.813 -0.726 1.744
H 0.052 -0.943 2.657
H 1.265 -0.954 -0.846
H -0.570 -1.374 -2.004
H -1.446 -0.067 -1.340

=====

(8)
18
Properties=species:S:1:pos:R:3 method="wB97M-V/def2-TZVPD" e_lumo_ev=0.3172 de_lowest_ev=2.780 gap_ev=8.6 total_charge=0
C -0.222 0.122 -2.241
C -1.827 -1.812 1.018
C 0.632 0.675 -0.086
C 0.160 1.298 1.175
C 1.823 -0.146 -0.021
N -0.253 0.699 -1.111
O -1.737 -1.250 0.003
F -0.403 2.497 0.891
F -0.788 0.589 1.810
F 1.133 1.486 2.063
F 2.334 -0.441 -1.288
F 2.853 0.451 0.701
F 1.667 -1.310 0.620
H 0.580 -0.376 -2.593
H -0.958 0.258 -3.019
H -0.998 -1.736 1.677
H -2.815 -2.080 1.460
H -1.180 1.078 -1.059

=====

(9)
12
Properties=species:S:1:pos:R:3 method="wB97M-V/def2-TZVPD" e_lumo_ev=-7.4591 de_lowest_ev=4.319 gap_ev=8.1 total_charge=+1
C 0.574 -0.963 0.604
C 0.580 -1.323 1.953
C -0.026 0.239 0.363
C -0.407 0.588 2.306
C -0.460 1.068 -0.699
N 0.051 -0.445 2.852
F -1.000 1.615 2.739
H 1.007 -1.609 -0.142
H 0.935 -2.269 2.337
H -0.425 2.129 -0.436
H -1.533 0.856 -0.842
H 0.042 0.872 -1.647

=====

(10)
13
Properties=species:S:1:pos:R:3 method="wB97M-V/def2-TZVPD" e_lumo_ev=-0.2029 de_lowest_ev=1.344 gap_ev=8.7 total_charge=0
C 1.437 0.309 -0.633
C 1.715 -0.117 0.599
C 0.095 0.209 -1.143
C 0.746 -0.518 1.548
C -0.959 -0.025 -0.368
N -0.514 -0.399 1.516
F -3.117 0.606 -1.595
P -2.633 -0.439 -0.400
H 2.287 0.607 -1.185
H 2.731 -0.164 0.756
H 0.066 0.308 -2.252
H 1.238 -0.900 2.437
H -3.092 0.522 0.721

=====

(11)
12
Properties=species:S:1:pos:R:3 method="wB97M-V/def2-TZVPD" e_lumo_ev="0.2191 / -0.5924" de_lowest_ev=5.781 gap_ev="9.3 / 7.6" total_charge=0
C 0.305 -1.294 0.075
C 1.352 -0.343 -0.440
C -2.191 1.348 0.007
C -0.952 -1.196 0.299
C 1.658 0.852 0.063
O -1.601 2.364 0.088
F -1.794 -2.260 0.618
H 0.756 -2.362 -0.009
H 1.986 -0.858 -1.055
H -3.168 0.818 -0.166
H 2.609 1.400 -0.180
H 1.041 1.531 0.703

=====

(12)
12
Properties=species:S:1:pos:R:3 method="wB97M-V/def2-TZVPD" e_lumo_ev=-0.6474 smiles="C#C[C@H](C=S)CF" de_lowest_ev=2.066 gap_ev=8.5 total_charge=0
C -2.047 -0.932 1.776
C -1.263 -0.661 0.884
C -0.318 -0.336 -0.107
C 0.483 0.830 0.296
S 2.002 0.729 0.867
C -1.008 -0.051 -1.433
F -0.186 -0.527 -2.446
H -2.526 -0.907 2.749
H 0.314 -1.231 -0.264
H -0.052 1.728 0.368
H -1.236 1.002 -1.614
H -1.943 -0.606 -1.599

=====

(13)
13
Properties=species:S:1:pos:R:3 method="wB97M-V/def2-TZVPD" e_lumo_ev=-0.6662 de_lowest_ev=3.733 gap_ev=7.9 total_charge=0
C -1.363 -1.692 -0.172
C -0.355 -0.658 -0.100
C -1.050 0.556 0.207
C -0.686 1.701 -0.256
F 0.499 1.585 -0.906
S 1.230 -1.010 -0.650
C 2.368 0.010 0.255
S 3.988 0.014 -0.153
H -1.247 -2.795 -0.505
H -2.613 -1.520 -0.142
H -1.924 0.730 0.990
H -0.851 2.789 0.059
H 2.003 0.289 1.375

=====

(14)
23
Properties=species:S:1:pos:R:3 method="wB97M-V/def2-TZVPD" e_lumo_ev=-13.4533 de_lowest_ev=0.000 gap_ev=5.7 total_charge=+3
W 1.919 0.944 0.486
I 3.074 -1.506 0.614
C 3.651 0.353 1.549
I 0.527 0.944 2.633
H 4.613 0.632 1.119
H 3.680 0.166 2.617
C -1.503 -3.599 -0.434
S -3.002 -2.639 -0.107
C -2.839 -0.987 -0.171
C -1.630 -0.045 -0.322
S -0.058 -0.626 -0.462
S -2.026 1.574 -0.397
C -3.780 1.480 -0.141
S -4.712 2.758 -0.089
S -4.338 -0.191 0.000
H -1.427 -4.287 0.408
H -0.613 -2.998 -0.544
H -1.719 -4.154 -1.347
O 2.227 1.041 -1.505
S 2.045 2.593 -1.241
O 2.161 3.507 -2.277
O 0.758 2.443 -0.405
O 2.992 2.596 0.014

=====

(15)
12
Properties=species:S:1:pos:R:3 method="wB97M-V/def2-TZVPD" e_lumo_ev=0.6246 smiles=Cc1occc1I de_lowest_ev=0.043 gap_ev=9.1 total_charge=0
C -0.772 0.762 1.548
C -0.029 0.215 0.393
O 0.182 1.090 -0.620
C 0.718 0.453 -1.611
C 0.804 -0.861 -1.366
C 0.318 -1.032 -0.077
I -0.146 -2.730 0.987
H -1.472 1.532 1.071
H -1.661 0.016 1.741
H -0.273 1.242 2.421
H 0.961 0.906 -2.561
H 1.371 -1.591 -1.927

=====

(16)
16
Properties=species:S:1:pos:R:3 method="wB97M-V/def2-TZVPD" e_lumo_ev=-0.4019 de_lowest_ev=0.000 gap_ev=8.6 total_charge=0
C -0.767 1.135 0.874
C -0.431 2.328 1.326
C 0.293 0.542 0.174
C 1.433 1.212 0.116
C -0.608 -0.756 -1.618
O 0.387 -2.403 1.890
O -0.416 -3.287 -0.250
O 0.157 -0.624 -0.459
S 1.282 2.677 1.103
S 0.692 -2.857 0.554
I 3.104 0.221 -0.781
H -1.709 0.716 1.006
H -0.946 3.099 1.892
H -0.094 -1.228 -2.443
H -0.728 0.309 -1.934
H -1.649 -1.083 -1.452

=====

(17)
17
Properties=species:S:1:pos:R:3 method="wB97M-V/def2-TZVPD" e_lumo_ev="-13.3814 / -17.6406" spin_multiplicity=6 gap_ev="9.2 / 6.7" total_charge=+3 s2=8.7627
O 0.185 0.492 -1.509
C -2.242 -3.507 -1.497
C 0.583 1.542 -0.987
O -2.499 -4.621 -1.504
O -2.047 -2.356 -1.438
C 1.936 1.998 -1.047
Ir -1.349 -0.637 -1.018
H 2.140 3.047 -0.826
H 2.684 1.304 -1.435
C 0.408 1.762 0.628
O 0.745 0.640 1.453
C -0.033 -0.398 1.553
O -0.988 -0.635 0.812
O 0.353 -1.185 2.507
H -0.666 1.970 0.738
H 0.906 2.616 1.092
H -0.117 -2.031 2.477

=====

(18)
11
Properties=species:S:1:pos:R:3 method="wB97M-V/def2-TZVPD" e_lumo_ev=0.9250 smiles=c1ccncc1 de_lowest_ev=0.891 gap_ev=10.5 total_charge=0
C -0.801 -0.682 0.684
C 0.386 -1.223 0.217
C 1.228 -0.432 -0.561
N 1.041 0.858 -0.832
C -0.038 1.414 -0.289
C -0.961 0.684 0.455
H -1.550 -1.285 1.231
H 0.638 -2.261 0.414
H 2.123 -0.862 -0.999
H -0.176 2.481 -0.480
H -1.879 1.313 0.149